{
  "formula": "C4H9NO",
  "method": "wB97M-V/def2-TZVPD",
  "species": ["C", "C", "C", "C", "O", "N", "H", "H", "H", "H", "H", "H", "H", "H", "H"],
  "xyz": [[-1.032, -0.395, 1.339], [-1.048, -0.458, -0.190], [1.993, 0.214, 0.094], [1.556, 0.188, -1.165], [1.602, -0.015, -2.332], [-0.427, 0.712, -0.838], [-1.824, -1.033, 1.744], [-1.215, 0.622, 1.706], [-0.084, -0.739, 1.761], [-0.477, -1.338, -0.509], [-2.077, -0.586, -0.541], [1.418, 0.658, 0.890], [2.966, -0.213, 0.292], [-0.749, 0.838, -1.794], [-0.579, 1.584, -0.339]],
  "mulliken_charge": [-1.12, -0.29, -1.06, 0.87, -0.50, -0.54, 0.34, 0.30, 0.32, 0.22, 0.40, 0.29, 0.25, 0.27, 0.24],
  "smiles": "C=C=O.CCN",
  "e_above_lowest_kj_mol": 216.4,
  "total_energy_ev": -7830.0774,
  "homo_lumo_gap_ev": 9.1290,
  "homo_energy_ev": -8.237
}